Computed, not measured: 2 unconnected molecules or ions with the total composition C23H43ClF2N4O8P at a distorted geometry, with wB97M-V/def2-TZVPD.

Net charge ... +1
Frontier orbital gap ... 7.27 eV
Energy ... -2723.4852 hartree

Bonds (Å) are listed after each position.
Cartesian coordinates (Å):
1 Cl 2.36 -1.31 1.91  P2 2.138
2 P 3.61 -2.21 0.43  Cl1 2.138, O5 1.778, C22 1.937
3 F 6.08 -0.80 -3.19  C21 1.481
4 F 4.32 -4.79 -1.45  C25 1.511
5 O 5.25 -1.86 1.04  P2 1.778, H48 1.016
6 O -2.23 0.80 0.69  C29 1.481, C36 1.501
7 O -0.37 1.02 -0.76  C26 1.468, C36 1.471
8 O 1.44 0.61 -6.23  C33 1.645, C35 1.565
9 O 4.35 -1.60 -4.65  C21 1.362
10 O -4.54 2.16 4.71  C27 1.426, C31 1.426
11 O -0.35 0.16 4.06  C34 1.485, H63 1.019
12 O 6.17 -3.26 -1.49  C25 1.363
13 N 1.60 0.40 -2.21  C18 1.546, C19 1.494, C24 1.533, C26 1.512
14 N 4.02 -2.28 -2.33  C21 1.503, C22 1.499, C25 1.509
15 N 3.04 4.95 -0.10  C30 1.396, H76 1.056
16 N 0.95 -2.14 -2.39  C17 1.512, C24 1.508, H52 1.064
17 C 1.07 -3.47 -1.68  N16 1.512, C20 1.673, H80 1.170, H82 1.194
18 C 2.51 1.13 -1.19  N13 1.546, C37 1.674, C38 1.637, H44 1.194
19 C 2.16 0.88 -3.51  N13 1.494, C35 1.782, H49 1.166, H75 1.169
20 C -0.26 -4.39 -2.13  C17 1.673, C23 1.641, H50 1.194, H51 1.194
21 C 4.81 -1.54 -3.37  F3 1.481, O9 1.362, N14 1.503
22 C 3.36 -1.41 -1.31  P2 1.937, N14 1.499, C24 1.673, C37 1.631
23 C -1.61 -4.02 -1.28  C20 1.641, C39 1.645, H47 1.180, H58 1.189
24 C 1.79 -1.05 -1.77  N13 1.533, N16 1.508, C22 1.673, H53 1.195
25 C 4.84 -3.40 -1.75  F4 1.511, O12 1.363, N14 1.509
26 C 0.20 0.94 -2.12  O7 1.468, N13 1.512, H59 1.182, H64 1.194
27 C -4.33 3.22 5.65  O10 1.426, C28 1.519, H42 1.095, H68 1.096
28 C -5.07 3.01 6.96  C27 1.519, H41 1.094, H60 1.095, H66 1.092
29 C -1.53 0.00 1.72  O6 1.481, C34 1.672, H69 1.193, H79 1.178
30 C 2.84 3.57 0.02  N15 1.396, C38 1.673, H77 1.175
31 C -5.88 1.92 4.31  O10 1.426, C32 1.520, H61 1.094, H70 1.095
32 C -6.53 3.11 3.63  C31 1.520, H55 1.097, H57 1.095, H67 1.092
33 C -0.01 0.47 -5.46  O8 1.645, C35 1.736, H74 1.188, H81 1.170
34 C -1.07 0.94 3.03  O11 1.485, C29 1.672, H46 1.184, H73 1.183
35 C 1.51 -0.10 -4.84  O8 1.565, C19 1.782, C33 1.736, H56 1.255
36 C -1.72 0.44 -0.68  O6 1.501, O7 1.471, H45 1.170, H62 1.170
37 C 3.84 0.12 -1.02  C18 1.674, C22 1.631, H40 1.173, H43 1.167
38 C 2.84 2.72 -1.42  C18 1.637, C30 1.673, H65 1.190, H78 1.194
39 C -1.46 -4.21 0.35  C23 1.645, H54 1.172, H71 1.182, H72 1.189
40 H 4.14 0.37 0.09  C37 1.173
41 H -4.84 3.83 7.65  C28 1.094
42 H -4.60 4.18 5.19  C27 1.095
43 H 4.61 0.67 -1.70  C37 1.167
44 H 2.13 1.13 -0.06  C18 1.194
45 H -1.61 -0.72 -0.68  C36 1.170
46 H -2.03 1.41 3.54  C34 1.184
47 H -1.93 -2.94 -1.61  C23 1.180
48 H 5.16 -1.10 1.71  O5 1.016
49 H 3.32 0.79 -3.66  C19 1.166
50 H -0.45 -4.21 -3.29  C20 1.194
51 H 0.04 -5.54 -2.06  C20 1.194
52 H -0.06 -1.85 -2.22  N16 1.064
53 H 1.29 -0.99 -0.68  C24 1.195
54 H -0.76 -5.11 0.64  C39 1.172
55 H -5.95 3.42 2.75  C32 1.097
56 H 1.68 -1.34 -4.79  C35 1.255
57 H -7.55 2.86 3.31  C32 1.095
58 H -2.46 -4.76 -1.66  C23 1.189
59 H 0.04 2.01 -2.61  C26 1.182
60 H -4.76 2.07 7.43  C28 1.095
61 H -6.48 1.58 5.17  C31 1.094
62 H -2.49 0.87 -1.45  C36 1.170
63 H -0.79 0.31 4.97  O11 1.019
64 H -0.52 0.22 -2.74  C26 1.194
65 H 2.05 3.29 -2.10  C38 1.190
66 H -6.15 2.97 6.82  C28 1.092
67 H -6.60 3.97 4.30  C32 1.092
68 H -3.26 3.26 5.85  C27 1.096
69 H -2.27 -0.81 2.18  C29 1.193
70 H -5.85 1.08 3.60  C31 1.095
71 H -1.09 -3.18 0.78  C39 1.182
72 H -2.55 -4.45 0.76  C39 1.189
73 H -0.39 1.80 2.60  C34 1.183
74 H -0.38 1.53 -5.06  C33 1.188
75 H 1.81 1.93 -3.88  C19 1.169
76 H 3.17 5.21 -1.12  N15 1.056
77 H 2.62 3.06 1.05  C30 1.175
78 H 3.90 2.91 -1.93  C38 1.194
79 H -0.61 -0.61 1.30  C29 1.178
80 H 1.16 -3.41 -0.52  C17 1.170
81 H -0.70 -0.38 -5.89  C33 1.170
82 H 1.99 -4.03 -2.20  C17 1.194